18
Properties=species:S:1:pos:R:3:lowdin_charge:R:1 method="wB97M-V/def2-TZVPD" orbital_gap_ev="5.88 / 5.69" e_above_lowest_kcal_mol=29.7 spin_multiplicity=3 mol_weight_g_mol=186.22 total_charge=+1 s2=2.0078
C 1.436 0.396 -0.277 -0.615
C -0.905 1.677 0.802 -0.072
C -0.064 0.418 0.363 -0.327
N 2.144 1.412 0.000 0.225
O 1.601 -0.494 -1.069 -0.018
O -0.945 -1.213 -1.897 -0.243
P -0.606 -1.188 -0.346 0.176
S -2.371 -1.675 0.661 0.573
S 0.434 -2.901 0.296 0.710
H -0.849 2.452 0.148 0.046
H -1.882 1.360 0.946 0.033
H -0.547 2.025 1.803 0.099
H 0.105 -0.521 1.816 0.193
H 1.925 2.137 0.683 0.146
H 3.086 1.549 -0.410 0.166
H -0.103 -1.184 -2.426 0.114
H -2.988 -0.796 -0.107 -0.149
H 0.530 -3.454 -0.988 -0.058

16
Properties=species:S:1:pos:R:3:lowdin_charge:R:1 method="wB97M-V/def2-TZVPD" orbital_gap_ev=5.61 e_above_lowest_kcal_mol=41.0 spin_multiplicity=1 mol_weight_g_mol=123.18 total_charge=-2
C -0.828 -0.202 1.431 -0.422
C -1.773 0.541 0.467 -0.752
S -3.136 1.617 1.255 -0.152
N -0.060 -1.211 0.709 -0.116
C 0.902 -0.462 -0.390 -0.582
O 0.749 -0.718 -1.601 -0.254
H -0.054 0.522 1.924 0.112
H -1.388 -0.671 2.246 0.063
H -2.452 -0.242 -0.128 0.057
H -1.269 1.187 -0.263 0.010
H -0.661 -1.866 0.249 0.036
H 1.974 -0.762 0.081 0.095
H 0.566 0.666 -0.010 0.092
H 2.243 -0.229 -2.148 0.049
H 2.258 1.211 -1.676 0.020
O 2.930 0.621 -2.145 -0.257